1.
The following is a quantum chemistry calculation of 11 unconnected molecules or ions with the total composition C43H37F10IN2O31S, from the Open Molecules 2025 dataset.

Structure (ORCA input):
```
! wB97M-V def2-TZVPD RIJCOSX def2/J DEFGRID3
* xyz 0 1
I 2.021 0.829 -1.006
S -3.317 -0.708 0.404
F 3.701 1.254 2.393
F 2.508 6.481 2.438
F 5.129 -7.844 -6.369
F -8.904 2.094 -6.149
F -1.100 -2.327 -3.044
F 4.518 1.396 8.765
F 2.163 -4.048 -13.433
F -4.610 2.050 2.775
F -1.750 5.619 8.940
F 4.913 -4.836 5.086
O -8.561 4.783 -4.020
O 0.942 -3.254 -3.349
O 2.392 4.672 7.652
O 4.381 -4.361 -9.590
O -7.830 1.463 -0.232
O 1.875 -7.109 -7.236
O 2.684 -0.771 2.281
O -5.938 1.687 0.979
O 3.703 -8.025 -8.116
O 4.623 3.256 4.648
O 1.757 -8.097 -9.254
O 1.448 1.044 5.568
O -6.584 4.287 -3.058
O 0.822 5.947 6.670
O 2.728 -4.105 -4.433
O 4.316 -4.508 7.241
O 2.187 -4.581 -10.031
O 2.361 -2.986 2.588
O 5.188 4.337 2.762
O 3.764 -1.836 3.911
O 3.267 1.254 6.878
O 0.433 5.087 8.684
O 3.386 4.995 3.896
O 3.615 -4.297 -11.715
O 3.041 -3.950 9.019
O -1.256 5.146 -1.446
O 2.097 -4.496 7.050
O -7.844 2.577 1.723
O 1.262 1.757 7.693
O 1.308 -2.707 -5.476
O -7.566 2.845 -4.490
N -1.332 3.028 -2.541
N -1.150 1.131 -0.483
C -3.653 2.327 -2.949
C -0.562 6.078 8.487
C -2.475 2.188 -2.225
C 0.111 -2.133 -3.612
C -2.370 1.253 -1.199
C -9.339 4.164 -5.049
C 1.323 5.186 7.661
C -8.899 2.719 -4.948
C -5.575 2.600 2.000
C -7.267 1.866 0.728
C 2.378 -7.781 -8.293
C 0.039 -2.141 -5.124
C 0.063 -2.858 0.102
C 1.394 -4.450 -11.213
C -4.737 1.529 -2.637
C 4.288 -0.499 3.889
C -6.874 2.772 2.757
C 2.894 -7.027 -6.229
C 1.756 -3.425 -4.423
C 4.152 -7.198 -7.051
C -0.732 -0.204 -0.262
C -1.255 -2.504 0.316
C 4.542 5.328 1.958
C 0.592 -0.584 -0.450
C 3.203 0.240 3.141
C -4.668 0.597 -1.616
C -7.476 4.009 -3.782
C 1.943 1.325 6.612
C 3.136 -4.281 7.887
C 2.886 -1.965 2.893
C -1.324 4.100 -1.962
C 3.667 6.030 2.976
C 0.985 -1.897 -0.269
C -3.486 0.472 -0.909
C -1.634 -1.183 0.137
C 4.024 -5.200 6.040
C 2.185 1.852 8.789
C 3.511 1.987 8.072
C 3.485 -4.403 -10.364
C -0.543 6.249 6.982
C 2.618 -4.733 5.734
C 4.421 4.109 3.854
C 2.405 -4.748 -12.299
H -3.698 3.053 -3.746
H 2.021 -5.472 5.208
H 2.770 -7.845 -5.519
H 0.359 -3.887 0.224
H 5.273 5.979 1.489
H 0.560 -5.146 -11.194
H 2.851 -6.078 -5.703
H 5.231 -0.488 3.342
H -1.139 1.683 0.366
H -5.511 -0.027 -1.366
H -9.069 4.588 -6.017
H 3.797 2.999 7.816
H 2.015 -2.177 -0.421
H -1.197 5.525 6.495
H 3.937 4.841 1.192
H -0.761 -2.792 -5.478
H -5.660 1.603 -3.189
H -2.002 -3.227 0.602
H 2.148 0.933 9.375
H 4.558 -6.273 -7.463
H -0.074 -1.152 -5.558
H 0.566 -1.239 -3.187
H 4.120 -6.274 6.214
H 2.406 0.624 3.776
H -6.986 1.998 3.517
H -0.291 6.973 9.050
H 1.947 2.701 9.420
H 4.154 6.854 3.501
H 1.018 -3.429 -11.289
H 2.622 -3.802 5.170
H -9.466 2.118 -4.235
H -0.798 7.253 6.654
H -5.185 3.510 1.541
H -6.988 3.751 3.212
H 2.503 -5.805 -12.549
H 4.445 -0.126 4.897
H -10.400 4.310 -4.869
*
```

Values from the calculation:
F_max = 0.93 eV/A
Calculated total energy = -157756.4917 eV
SMILES = O=C=Nc1cccc2c1Nc1c(I)cccc1S2.O=C1OC[C@@H](F)O1.O=C1OC[C@@H](F)O1.O=C1OC[C@@H](F)O1.O=C1OC[C@@H](F)O1.O=C1OC[C@@H](F)O1.O=C1OC[C@@H](F)O1.O=C1OC[C@@H](F)O1.O=C1OC[C@@H](F)O1.O=C1OC[C@@H](F)O1.O=C1OC[C@@H](F)O1
Frontier orbital gap = 8.163 eV

=====

2.
The following is a quantum chemistry calculation of a molecular structure, C43H37F3GeMoN3O2, from the Open Molecules 2025 dataset.

Structure (ORCA input):
```
! wB97M-V def2-TZVPD RIJCOSX def2/J DEFGRID3
* xyz 1 1
Mo 0.963 -0.639 1.107
Ge -1.320 0.709 -1.406
F 3.174 -5.235 -0.588
F 1.226 -4.572 -1.255
F 1.494 -5.285 0.772
O 1.278 -2.488 0.462
O 3.510 -2.753 0.354
N -0.043 -0.443 2.866
N 2.256 0.580 2.259
N 2.425 -0.150 -0.375
C -1.314 2.037 3.809
C -0.146 0.169 0.079
C -1.042 -3.788 3.105
C -3.558 -1.582 3.219
C -1.291 4.769 -0.344
C 1.423 -0.856 -4.196
C 3.217 -0.058 -1.197
C 0.756 -0.170 3.901
C -3.138 2.970 -1.378
C 2.387 -3.159 0.250
C -1.666 -2.784 2.142
C 2.006 0.338 3.614
C 4.059 1.202 3.468
C -1.464 -0.431 3.110
C 6.054 0.241 -4.236
C -2.865 -1.576 -2.331
C -4.904 -2.365 -1.334
C -0.033 1.490 -3.890
C -2.581 5.189 -0.642
C 4.188 0.058 -2.232
C -3.913 -2.484 -2.300
C -3.503 4.291 -1.159
C 0.595 -0.690 -3.095
C 0.794 1.324 -4.995
C 1.520 0.152 -5.148
C -2.043 0.718 3.677
C -3.788 -0.442 -0.422
C -4.843 -1.343 -0.397
C -1.016 2.675 2.452
C -2.226 -1.566 2.823
C -0.928 3.449 -0.562
C -0.145 0.483 -2.934
C -4.136 -0.486 3.829
C 2.073 -4.600 -0.219
C 3.923 0.876 -3.331
C -2.791 -0.548 -1.392
C -3.386 0.662 4.028
C 4.871 0.964 -4.333
C 3.489 1.073 2.185
C 3.131 0.724 4.369
C -1.847 2.537 -1.082
C 5.368 -0.681 -2.128
C 6.302 -0.580 -3.143
H -0.670 -4.661 2.570
H -3.849 1.538 4.466
H 2.159 0.019 -6.012
H -1.777 -4.121 3.839
H 4.686 1.593 -5.193
H -1.936 2.812 1.880
H -5.728 -3.067 -1.316
H -0.207 -3.344 3.652
H 0.526 -1.483 -2.356
H 0.078 3.125 -0.315
H 2.985 1.413 -3.396
H 5.035 1.604 3.683
H -3.747 0.348 0.321
H -0.548 3.652 2.582
H -0.932 -2.505 1.382
H -2.867 6.219 -0.470
H -2.471 -3.249 1.568
H -5.618 -1.245 0.352
H -0.391 1.947 4.385
H -5.175 -0.514 4.132
H 0.866 2.108 -5.739
H -2.105 -1.667 -3.099
H -3.868 2.273 -1.775
H 3.222 0.670 5.442
H -1.950 2.707 4.388
H 1.988 -1.772 -4.316
H 0.395 -0.309 4.915
H 6.791 0.315 -5.025
H -0.594 2.412 -3.775
H 7.223 -1.144 -3.084
H -3.964 -3.278 -3.034
H -0.347 2.057 1.851
H -4.148 -2.470 3.023
H -0.573 5.470 0.062
H 5.531 -1.324 -1.272
H -4.508 4.619 -1.391
H 3.935 1.330 1.237
*
```

Values from the calculation:
Relative energy (zero: lowest compared OMol25 entry of this formula, charge and spin) = 0.206 eV
F_max = 1.15 eV/A
Calculated total energy = -120275.8537 eV
Frontier orbital gap = 7.022 eV

=====

3.
The following is a quantum chemistry calculation of a molecular structure, C43H38BiO6S3, from the Open Molecules 2025 dataset.

Structure (ORCA input):
```
! wB97M-V def2-TZVPD RIJCOSX def2/J DEFGRID3
* xyz 1 1
Bi 2.515 -1.185 2.262
S 3.877 -2.889 0.404
S 0.822 1.499 0.176
S 0.283 -2.114 0.039
O 0.888 0.344 1.161
O 4.971 -1.035 2.651
O 5.319 -2.648 0.494
O 3.367 -3.139 1.881
O 3.201 -1.404 0.293
O 0.656 -2.342 1.510
C 0.090 -6.262 -1.793
C 0.100 -5.118 -2.587
C -2.439 2.799 2.169
C -2.288 -2.112 1.067
C 1.805 2.724 4.819
C 5.637 0.247 2.703
C -0.460 -0.209 -5.424
C 0.845 1.054 -3.758
C -2.264 -1.620 -4.691
C 3.446 3.068 1.406
C 0.151 -3.856 -2.018
C 0.169 -4.865 0.183
C 3.762 1.562 3.730
C -3.810 4.904 2.080
C -3.039 0.077 -0.545
C -1.732 -0.490 -0.667
C -0.542 2.484 0.759
C -2.665 4.055 1.613
C -1.794 4.515 0.627
C 0.044 -7.630 -2.411
C -0.795 0.046 -1.695
C -1.029 -0.342 -3.049
C -1.400 -1.558 0.119
C 2.731 2.493 3.659
C -1.461 -1.083 -5.722
C 3.334 3.935 0.185
C 2.592 3.237 2.487
C 1.093 1.381 -2.459
C -2.059 -1.260 -3.392
C -3.938 -0.476 0.396
C 4.611 1.345 2.640
C -3.534 -1.582 1.189
C -5.588 1.183 -0.202
C -5.222 0.101 0.544
C 0.166 -3.745 -0.635
C -0.213 0.178 -4.082
C -0.729 3.741 0.200
C 0.131 -6.116 -0.407
C -1.384 2.005 1.748
C -4.686 1.742 -1.133
C -3.444 1.203 -1.304
C 0.269 0.883 -1.423
C 4.438 2.092 1.485
H -1.950 5.494 0.190
H 4.117 4.696 0.188
H 3.455 3.350 -0.727
H -3.109 2.429 2.934
H 1.469 1.444 -4.551
H 0.089 -5.216 -3.665
H 0.185 -2.973 -2.645
H -6.573 1.616 -0.084
H 0.763 2.728 4.493
H 5.368 -1.607 1.949
H 5.094 1.923 0.637
H 1.923 1.956 5.583
H 2.373 4.449 0.148
H -5.907 -0.332 1.263
H 2.005 3.690 5.286
H 0.216 -7.586 -3.485
H -4.211 5.509 1.268
H -2.757 1.640 -2.017
H 0.168 0.202 -6.206
H 0.145 -6.999 0.220
H 0.796 -8.283 -1.969
H -0.058 4.110 -0.568
H 1.931 2.018 -2.205
H -3.048 -2.325 -4.936
H -0.930 -8.094 -2.245
H 0.230 -4.752 1.257
H -3.487 5.586 2.870
H 1.802 3.979 2.428
H -4.985 2.604 -1.716
H -2.679 -1.682 -2.613
H -4.238 -1.995 1.902
H 6.326 0.324 1.863
H -1.965 -2.944 1.679
H -1.642 -1.374 -6.748
H -1.211 1.026 2.178
H 3.913 0.998 4.645
H -4.614 4.289 2.483
H 6.200 0.287 3.636
*
```

Values from the calculation:
Relative energy (zero: lowest compared OMol25 entry of this formula, charge and spin) = 0.000 eV
F_max = 0.41 eV/A
Calculated total energy = -95834.3153 eV
Frontier orbital gap = 8.212 eV

=====

4.
The following is a quantum chemistry calculation of a molecular structure, C43H38CdF3N8SSiTe, from the Open Molecules 2025 dataset.

Structure (ORCA input):
```
! wB97M-V def2-TZVPD RIJCOSX def2/J DEFGRID3
* xyz -1 1
Te 0.881 -21.582 -4.078
Cd 2.905 -17.799 -4.435
S -0.894 -24.391 -4.780
Si 6.619 -20.418 -7.103
F 10.281 -17.992 -5.508
F 10.913 -19.615 -4.181
F 11.059 -17.555 -3.531
N 2.659 -20.793 -0.998
N 1.346 -19.136 -2.140
N 2.670 -21.353 -2.090
N 1.301 -15.393 -3.698
N 1.135 -16.958 -5.505
N 6.324 -18.874 -2.599
N 2.721 -22.557 -4.453
N 2.489 -16.041 -3.406
C 5.064 -15.409 -0.903
C 3.325 -15.281 -2.619
C -0.005 -17.547 -0.926
C 7.075 -19.924 -2.790
C -1.667 -23.518 -7.088
C 4.507 -13.311 -1.912
C 1.237 -19.278 0.245
C 3.522 -13.899 -2.690
C 6.781 -17.673 -2.973
C 0.530 -18.040 -2.139
C 2.066 -24.540 -7.535
C -0.214 -22.879 -5.332
C 4.439 -22.759 -1.241
C 10.264 -18.420 -4.243
C 8.075 -17.456 -3.482
C 4.134 -16.040 -1.669
C 5.491 -23.742 -1.443
C 8.916 -18.533 -3.652
C 2.447 -24.297 -6.195
C 2.713 -22.951 -5.830
C 5.283 -14.022 -1.038
C -1.834 -24.583 -6.199
C 5.295 -19.454 -6.103
C -1.343 -15.927 -6.155
C 2.119 -23.492 -8.483
C 6.000 -20.774 -8.898
C -0.745 -22.551 -6.579
C 8.370 -19.815 -3.334
C 4.410 -19.003 -5.361
C 0.667 -15.894 -4.764
C 0.384 -18.134 0.227
C 2.839 -21.917 -6.764
C 4.599 -23.998 -3.721
C -0.672 -15.460 -5.089
C 2.492 -22.250 -8.066
C -0.824 -16.941 -6.954
C 3.577 -23.066 -3.509
C 0.385 -17.407 -6.546
C 1.715 -19.689 -0.972
C 3.603 -22.427 -2.239
C 5.510 -24.292 -2.710
C 8.277 -19.697 -6.891
C 6.752 -22.275 -6.433
H 7.605 -22.780 -6.862
H 5.615 -15.913 -0.136
H 6.734 -22.363 -5.327
H -0.507 -21.626 -7.170
H 5.902 -19.816 -9.431
H 4.719 -24.404 -4.703
H 6.665 -20.888 -2.618
H 6.341 -24.959 -2.912
H 4.973 -21.197 -8.784
H 8.957 -20.659 -3.562
H -1.075 -14.661 -4.385
H 4.614 -12.209 -1.993
H 6.564 -21.475 -9.568
H 8.583 -19.849 -5.832
H 8.218 -16.395 -3.724
H 1.613 -19.699 1.149
H -0.610 -16.622 -0.974
H -0.173 -17.853 1.116
H -2.159 -23.401 -7.990
H 1.745 -23.624 -9.453
H 5.922 -22.892 -6.885
H -2.372 -25.463 -6.442
H -1.279 -17.458 -7.756
H 6.015 -13.598 -0.288
H 6.050 -16.871 -2.815
H 3.992 -17.127 -1.683
H 0.233 -17.676 -3.117
H 4.354 -22.276 -0.305
H 2.422 -21.528 -8.866
H -2.401 -15.591 -6.331
H 8.969 -20.369 -7.441
H 2.874 -13.404 -3.413
H 0.837 -18.102 -7.201
H 6.220 -23.962 -0.660
H 8.419 -18.661 -7.169
H 1.847 -25.578 -7.851
H 2.448 -25.173 -5.562
H 2.997 -20.912 -6.358
*
```

Values from the calculation:
Relative energy (zero: lowest compared OMol25 entry of this formula, charge and spin) = 2.850 eV
F_max = 4.01 eV/A
Calculated total energy = -95848.1304 eV
Frontier orbital gap = 4.478 eV